Density functional theory data (the ωB97M-V functional and the def2-TZVPD basis) for an isolated molecule of C3HBrN2O at a distorted geometry.

```
8
Properties=species:S:1:pos:R:3
C -0.024 -0.058 -0.956
C -0.286 -1.248 -0.577
C 0.013 1.159 0.002
N 0.708 -0.283 1.804
N 0.257 0.608 1.263
O -0.236 2.296 -0.250
Br -0.646 -2.448 0.704
H 0.214 -0.027 -1.989
```

Properties
Charge   0
F_max   0.0482 hartree/bohr
Energy above the lowest of the compared OMol25 structures with the same formula, charge and spin   66.12 kcal per mole
HOMO level (alpha / beta)   -8.06 / -8.78 eV
Frontier orbital gap (alpha / beta)   7.22 / 8.15 eV

These are the natural (NBO) partial charges, in e, on atoms 1 to 5: C -0.452; C -0.066; C 0.567; N 0.064; N -0.135